{"formula": "C4H8N2O2", "method": "ωB97M-V/def2-TZVPD", "symbols": ["H", "N", "C", "N", "C", "O", "C", "C", "O", "H", "H", "H", "H", "H", "H", "H"], "xyz": [[1.69378, -0.53208, 2.32699], [1.67826, 0.39580, 1.69523], [0.73254, 0.53235, 0.81629], [0.34576, 1.84939, 0.60173], [-0.03917, -0.50360, 0.20750], [-0.26079, -1.84478, 0.83510], [-1.55879, -0.36464, -0.43703], [-0.41823, -0.68686, -1.38188], [-0.37112, 0.59560, -2.06771], [0.07856, 1.88647, -0.33086], [1.25110, 2.28856, 0.89821], [0.92575, -1.91966, 1.01187], [-2.51355, -1.00328, 0.22548], [-1.88444, 0.76976, -0.89968], [-0.04043, -1.74188, -1.82849], [-0.92168, 0.66565, -2.85063]], "forces_ev_per_angstrom": [[-0.026, 2.266, -2.553], [-0.510, -2.535, 1.654], [0.758, 0.265, 2.982], [2.465, -1.056, 1.394], [-6.324, -2.679, -3.127], [7.789, 2.370, -0.147], [-2.133, 1.268, 1.715], [-0.092, -0.476, 1.362], [2.750, -1.038, -0.519], [-0.483, 1.243, -2.252], [-1.419, 0.644, -0.741], [-5.180, -0.688, -0.287], [3.431, 1.678, -2.464], [0.354, -3.464, 2.403], [-1.170, 2.872, 0.672], [-0.210, -0.670, -0.092]], "spin_multiplicity": 1, "e_tot_ha": -416.98453, "lumo_ev": 0.6, "e_above_lowest_ev": 7.386, "max_force_ev_per_a": 8.1, "smiles": "[H]/N=C(/N)[C@@]1(O)C[C@H]1O"}